Record 1
C5H8FO5S | ωB97M-V with the def2-TZVPD basis set

- Charge: -1
- SMILES: COC(=O)[C@H](C)[C@H](F)S(=O)(=O)[O-]
- ΔE to the lowest compared entry with this formula, charge and spin: 0.000 eV

Last column: Löwdin charge in e.
Geometry (Å):
C1 0.361818 0.708438 0.332448  -0.595
C2 -1.505061 1.301510 -0.906880  -0.041
C3 0.460552 0.379099 2.587639  -0.041
C4 -0.211389 0.468151 -1.042093  -0.226
C5 -0.468294 -1.028951 -1.149241  -0.350
O1 1.048888 -3.163572 -0.944133  -0.352
O2 1.205049 1.558570 0.453440  0.090
O3 1.876028 -1.221270 -2.136501  -0.313
O4 1.709843 -1.109679 0.226768  -0.299
O5 -0.222186 0.144167 1.383626  -0.042
F1 -1.196515 -1.500520 -0.127124  0.014
S1 1.217125 -1.721262 -1.002048  0.419
H1 -2.162288 0.692933 -0.264224  0.086
H2 -1.369384 2.271040 -0.505219  0.054
H3 -1.988403 1.630810 -1.947795  0.115
H4 -0.109055 -0.197585 3.334157  0.105
H5 0.377120 1.292887 2.956140  0.042
H6 1.393007 -0.057177 2.420357  0.081
H7 0.556445 0.860447 -1.643391  0.131
H8 -0.973301 -1.308035 -2.025927  0.123

Cartesian forces (eV/Å) of the 2 atoms listed first:
C 1.0 1.0 0.0
C -1.3 -0.4 -3.2

Record 2
C3H4NO | ωB97M-V with the def2-TZVPD basis set

- Charge: +1
- SMILES: C=[N+]=C1CO1
- ΔE to the lowest compared entry with this formula, charge and spin: 3.475 eV

Last column: Löwdin charge in e.
Geometry (Å):
C1 -0.227408 -0.737406 -0.502006  -0.224
C2 -0.962298 0.494806 1.306968  0.144
C3 1.008381 -0.174402 -0.980220  0.066
N1 -0.826706 -0.501548 0.576372  0.188
O1 0.352818 -1.363422 -1.475450  0.220
H1 -0.847473 0.456519 2.493400  0.175
H2 -1.370769 1.502638 0.960568  0.151
H3 0.965241 0.690041 -1.778457  0.189
H4 1.908214 -0.367225 -0.601176  0.090

Cartesian forces (eV/Å) of the 2 atoms listed first:
C 3.5 1.7 -0.1
C -1.9 2.7 3.7

Record 3
C53H134N18O21 | ωB97M-V with the def2-TZVPD basis set

- Charge: 0

Last column: Löwdin charge in e.
Geometry (Å):
C1 6.949054 10.265319 23.760548  -0.252
C2 6.246033 10.444505 25.125014  -0.190
O1 6.962368 11.279065 26.108965  -0.126
O2 6.772920 11.352123 22.868031  -0.049
H1 6.317903 9.462937 23.378552  0.110
H2 7.934593 9.830496 23.927101  0.123
H3 6.270198 9.481253 25.634576  0.114
H4 5.352983 11.069370 25.114280  0.122
H5 6.489879 11.303498 26.944282  0.066
H6 7.431751 11.114002 22.211653  0.082
C3 6.781741 26.711660 20.769291  -0.244
C4 7.307137 26.474627 19.392733  -0.248
O3 7.026418 27.632715 18.629200  -0.062
O4 5.651492 27.596583 20.936545  -0.083
H7 7.492981 27.256356 21.390221  0.117
H8 6.464026 25.748182 21.167854  0.119
H9 6.667435 25.715730 18.942215  0.118
H10 8.318683 26.106518 19.564077  0.127
H11 7.491530 27.660762 17.789856  0.098
H12 5.763039 28.212936 20.209037  0.060
C5 12.608728 11.102346 17.602967  -0.270
C6 11.312607 11.658553 17.045980  -0.253
O5 10.199063 11.098774 17.674864  -0.071
O6 13.315562 10.260392 16.746235  -0.069
H13 12.592090 10.526794 18.528470  0.130
H14 13.238336 11.989091 17.676257  0.115
H15 11.390734 11.689655 15.959224  0.127
H16 11.182202 12.590941 17.595289  0.122
H17 10.212977 10.147704 17.544978  0.085
H18 13.766034 10.898925 16.188603  0.084
C7 -3.130858 18.961765 21.196134  -0.245
C8 -3.099491 18.230182 19.822179  -0.223
O7 -2.339917 16.990634 19.812530  -0.082
O8 -1.837302 18.802331 21.697763  -0.054
H19 -3.891726 18.509522 21.832257  0.111
H20 -3.551401 19.952204 21.022128  0.117
H21 -2.429147 18.748342 19.136429  0.103
H22 -4.005252 18.294491 19.219225  0.113
H23 -1.548734 17.350995 20.219662  0.058
H24 -1.475743 19.655023 21.950349  0.100
C9 7.240773 16.413503 12.055827  -0.303
C10 6.162115 15.381389 11.744185  -0.249
O9 6.875121 14.259852 11.283889  -0.058
O10 8.253284 16.131816 12.933461  -0.036
H25 6.822181 17.301052 12.530290  0.122
H26 7.598216 16.673898 11.059556  0.114
H27 5.488240 15.768094 10.979700  0.116
H28 5.433454 15.228565 12.540300  0.118
H29 6.877950 14.317011 10.325597  0.091
H30 8.693826 15.339246 12.618257  0.086
C11 1.196821 23.887874 21.454529  -0.743
O11 0.400287 23.105190 20.919264  0.003
N1 1.703634 23.975175 22.682438  0.154
N2 1.538515 24.988406 20.849390  0.139
H31 1.388982 23.409025 23.457403  0.113
H32 2.405287 24.690751 22.807920  0.104
H33 2.137554 25.746660 21.143136  0.114
H34 1.402481 24.861196 19.856704  0.117
C12 5.034496 24.261050 13.556338  -0.797
O12 6.220628 24.438085 13.338580  0.009
N3 4.328749 25.185446 14.148346  0.166
N4 4.480275 23.141658 13.211522  0.166
H35 4.501700 26.163611 14.331067  0.120
H36 3.414637 24.935846 14.497917  0.103
H37 3.577261 22.901935 13.595168  0.111
H38 4.918698 22.546636 12.523162  0.123
C13 -1.713046 23.630976 15.258807  -0.846
O13 -0.601810 23.854698 14.838285  0.035
N5 -2.838433 23.953547 14.731001  0.164
N6 -1.931442 22.991670 16.335726  0.160
H39 -3.608868 23.998708 15.382534  0.115
H40 -2.877027 24.326096 13.793019  0.126
H41 -1.082072 22.811252 16.851593  0.126
H42 -2.795807 22.673260 16.749959  0.121
C14 15.223655 17.523916 19.826603  -0.765
O14 15.990393 17.164195 18.955992  0.042
N7 15.487501 17.453802 21.098691  0.145
N8 13.923366 17.784636 19.750176  0.142
H43 16.368490 17.106435 21.449815  0.118
H44 14.762176 17.519999 21.798416  0.105
H45 13.436548 18.028344 20.600894  0.100
H46 13.700571 18.381161 18.966194  0.111
C15 3.942553 11.273516 16.068584  -0.785
O15 2.790591 11.469576 16.244666  0.059
N9 4.346468 10.797331 14.884248  0.149
N10 4.877092 11.552810 16.984282  0.157
H47 3.534701 10.574050 14.326326  0.109
H48 5.283049 10.677618 14.525675  0.101
H49 4.563458 12.137433 17.745831  0.110
H50 5.867977 11.423424 16.837573  0.100
C16 11.507802 15.205596 24.146232  -0.845
O16 11.961346 16.264926 23.880026  0.062
N11 12.124334 14.080344 24.062652  0.156
N12 10.267575 14.954100 24.443212  0.162
H51 13.084458 14.143685 23.755643  0.121
H52 11.798652 13.175825 24.372278  0.115
H53 10.005283 14.018114 24.717518  0.109
H54 9.570477 15.684203 24.476535  0.121
C17 11.886636 20.871161 13.893578  -0.782
O17 12.770677 21.666849 14.017134  0.061
N13 10.583932 21.089956 13.684111  0.142
N14 12.004648 19.567711 13.971978  0.142
H55 10.330438 22.048723 13.492800  0.115
H56 10.007248 20.295002 13.448327  0.098
H57 12.928347 19.282543 14.264476  0.120
H58 11.175238 18.993573 13.921526  0.105
C18 5.158595 23.024172 27.931951  -0.039
C19 4.835553 24.308911 28.824654  -0.487
C20 5.709775 25.368951 28.137722  -0.153
C21 5.246810 26.789262 28.472606  -0.178
C22 3.764483 26.995094 28.227203  -0.171
C23 2.781241 25.988434 28.765731  -0.437
N15 3.391962 24.575289 28.645388  -0.083
O18 2.550174 23.484945 29.093717  -0.020
C24 2.476852 26.359071 30.303020  -0.015
C25 1.429192 26.050850 27.997102  -0.037
C26 5.388468 24.054718 30.240015  -0.041
H59 4.838890 22.078101 28.368793  0.078
H60 6.219754 23.008014 27.683405  0.073
H61 4.757983 23.228270 26.938999  0.075
H62 6.732053 25.135307 28.435146  0.120
H63 5.628102 25.387985 27.050952  0.118
H64 5.713459 27.574994 27.878512  0.111
H65 5.522396 27.015556 29.502636  0.109
H66 3.563913 27.244354 27.185209  0.116
H67 3.504753 27.920662 28.740967  0.112
H68 1.441970 26.037620 30.420453  0.059
H69 3.221346 25.952129 30.987292  0.072
H70 2.316338 27.410450 30.541616  0.072
H71 0.634045 25.627882 28.611059  0.069
H72 1.126834 27.054007 27.696506  0.083
H73 1.515124 25.453376 27.089500  0.076
H74 5.514578 24.819623 31.006255  0.076
H75 6.340687 23.532677 30.145988  0.079
H76 4.766849 23.293776 30.711873  0.077
H77 2.196094 23.050873 28.314093  0.090
C27 11.684135 19.320393 28.381537  -0.031
C28 13.085120 19.848044 28.833701  -0.444
C29 14.049104 18.643989 28.730660  -0.142
C30 15.572923 18.956089 28.698400  -0.175
C31 15.801023 20.193047 27.787697  -0.147
C32 14.920820 21.453537 27.994055  -0.486
N16 13.517196 21.053146 27.999355  -0.131
O19 12.557135 22.015329 27.970021  -0.005
C33 15.381967 22.131898 29.259531  -0.055
C34 15.400160 22.329522 26.777414  -0.025
C35 13.085051 20.270370 30.305052  -0.056
H78 11.385969 18.500990 29.035579  0.079
H79 11.604942 19.051527 27.328190  0.085
H80 10.903540 20.008931 28.705096  0.073
H81 13.929522 17.936686 29.551342  0.117
H82 13.899772 18.138750 27.776443  0.111
H83 16.107547 18.108920 28.268783  0.103
H84 16.003503 19.064634 29.693850  0.098
H85 15.760532 19.833624 26.759461  0.109
H86 16.854559 20.361685 28.010692  0.118
H87 15.333832 21.505939 30.150571  0.060
H88 16.415468 22.478120 29.249680  0.082
H89 14.889297 23.048118 29.584987  0.088
H90 14.586107 23.052856 26.730492  0.068
H91 16.175909 23.079794 26.930412  0.082
H92 15.521949 21.746300 25.864665  0.078
H93 12.656615 21.271903 30.343244  0.085
H94 13.994547 20.214270 30.903195  0.071
H95 12.475406 19.750567 31.044123  0.079
H96 12.303151 22.057566 27.045194  0.110
C36 4.581992 17.181911 18.144822  -0.040
C37 4.712563 18.617114 18.613088  -0.501
C38 4.086666 18.857907 20.026111  -0.142
C39 4.901208 18.261700 21.166027  -0.180
C40 6.224518 19.062358 21.182667  -0.141
C41 6.935931 18.899255 19.806288  -0.437
N17 6.022139 19.216768 18.618819  -0.138
O20 6.654964 19.360029 17.380045  -0.002
C42 8.109602 19.978752 19.813006  -0.035
C43 7.609321 17.516895 19.703895  -0.037
C44 3.713127 19.460283 17.610283  -0.017
H97 5.357619 17.075822 17.386375  0.087
H98 3.602291 16.880456 17.774133  0.084
H99 4.794236 16.469301 18.941832  0.066
H100 3.916547 19.918424 20.211789  0.117
H101 3.092999 18.409907 20.020712  0.117
H102 5.061713 17.188118 21.264862  0.107
H103 4.392033 18.547045 22.086580  0.103
H104 6.931571 18.708511 21.932977  0.112
H105 5.960884 20.092865 21.420690  0.115
H106 8.814739 19.921383 18.983795  0.076
H107 7.599330 20.937956 19.900487  0.073
H108 8.636339 19.919115 20.765413  0.072
H109 8.194184 17.262515 18.819971  0.086
H110 8.201197 17.438480 20.615824  0.078
H111 6.941607 16.657335 19.762345  0.063
H112 3.835660 20.499109 17.916775  0.070
H113 2.682043 19.111938 17.670342  0.078
H114 4.258040 19.294108 16.681008  0.065
H115 6.306989 20.248961 17.278503  0.102
C45 -3.596343 11.031045 24.528693  -0.030
C46 -3.135394 12.496165 24.327079  -0.429
C47 -2.565321 13.116554 25.603988  -0.183
C48 -1.147529 12.898532 25.984390  -0.169
C49 -0.184725 13.011169 24.725887  -0.122
C50 -0.692553 12.291736 23.407686  -0.485
N18 -2.099084 12.666769 23.254886  -0.191
O21 -2.583477 12.325303 22.066771  0.002
C51 0.358328 12.867107 22.353301  -0.018
C52 -0.639633 10.801653 23.534607  -0.037
C53 -4.363053 13.428145 23.882152  -0.022
H116 -3.535887 10.361497 23.670703  0.080
H117 -4.524172 10.997706 25.099777  0.087
H118 -2.819909 10.428207 24.999683  0.055
H119 -2.789782 14.173985 25.743817  0.116
H120 -3.120607 12.708289 26.448418  0.117
H121 -1.008900 11.849245 26.244905  0.098
H122 -0.911756 13.609091 26.776619  0.113
H123 0.850114 12.880710 25.042414  0.107
H124 -0.061538 14.070506 24.500653  0.098
H125 1.397914 12.646308 22.595377  0.083
H126 0.084404 12.517415 21.357926  0.076
H127 0.147529 13.936461 22.365111  0.075
H128 0.435641 10.637410 23.464578  0.086
H129 -0.969533 10.494073 24.526910  0.063
H130 -1.241353 10.343973 22.749389  0.092
H131 -4.832823 13.785099 24.798665  0.068
H132 -5.063171 12.925942 23.214532  0.075
H133 -4.061074 14.384047 23.454153  0.077
H134 -2.316207 13.148946 21.652306  0.117

Cartesian forces (eV/Å) of the 2 atoms listed first:
C -2.5 -0.5 1.7
C 1.4 1.7 1.5

Record 4
CH5ISSi | ωB97M-V with the def2-TZVPD basis set

- Charge: 0
- ΔE to the lowest compared entry with this formula, charge and spin: 1.669 eV

Last column: Löwdin charge in e.
Geometry (Å):
C1 -0.492359 0.829363 0.620566  -0.282
Si1 0.100539 -0.430842 -0.633261  0.546
S1 -2.894677 1.747192 -0.247055  -0.216
I1 -4.085612 -0.256693 -0.032319  0.221
H1 -0.920185 0.539723 1.565272  -0.015
H2 -0.110457 1.837798 0.607291  -0.017
H3 -0.126690 -1.762058 -0.071945  -0.079
H4 1.534712 -0.165338 -0.797770  -0.082
H5 -0.567484 -0.287619 -1.920972  -0.077

Cartesian forces (eV/Å) of the 2 atoms listed first:
C -2.4 1.0 -1.1
Si -0.2 0.2 0.2

Number 1: maximum force 4.85 eV/Å, E -1069.61390 Ha, Kohn-Sham gap 8.92 eV. Number 2: maximum force 5.87 eV/Å, E -246.26439 Ha, Kohn-Sham gap 10.37 eV. Number 3: maximum force 7.36 eV/Å, E -4664.97613 Ha, Kohn-Sham gap 7.48 eV. Number 4: maximum force 2.77 eV/Å, E -1026.36780 Ha, Kohn-Sham gap 6.72 eV.